{"formula": "C4H4O2S", "method": "the ωB97M-V functional and the def2-TZVPD basis", "homo_energy_ev": -9.64, "e_tot_ev": -19139.227, "lumo_energy_ha": -0.0570, "total_charge": 0, "e_above_lowest_kj_mol": 363.16, "symbols": ["C", "C", "C", "C", "H", "H", "H", "H", "O", "O", "S"], "xyz": [[2.47, 0.16, -0.14], [1.28, -0.51, 0.03], [-1.29, -0.29, 0.02], [-2.32, 0.67, -0.05], [3.60, -0.21, 0.07], [2.40, 1.30, -0.32], [1.09, -1.45, 0.57], [-3.47, 0.23, 0.22], [-0.02, 0.08, -0.19], [-2.09, 1.87, -0.08], [-1.66, -1.84, -0.14]]}

{"formula": "C4H4O2S", "method": "the ωB97M-V functional and the def2-TZVPD basis", "homo_energy_ev": -9.58, "e_tot_ev": -19141.595, "lumo_energy_ha": -0.0468, "total_charge": 0, "e_above_lowest_kj_mol": 134.76, "symbols": ["C", "C", "C", "C", "H", "H", "H", "H", "O", "O", "S"], "xyz": [[1.47, 0.16, 0.00], [0.48, -0.94, 0.03], [-0.86, -0.85, -0.09], [-1.75, 0.36, -0.02], [1.50, 2.06, -0.01], [1.00, -1.93, 0.18], [-1.52, -1.70, -0.04], [-1.31, 1.35, 0.09], [0.85, 1.37, -0.02], [-2.93, 0.21, -0.07], [3.07, -0.08, -0.07]]}

{"formula": "C4H4O2S2", "method": "the ωB97M-V functional and the def2-TZVPD basis", "homo_energy_ev": -8.37, "e_tot_ev": -29974.831, "lumo_energy_ha": -0.0023, "total_charge": 0, "e_above_lowest_kj_mol": 279.63, "symbols": ["C", "C", "C", "C", "O", "O", "S", "S", "H", "H", "H", "H"], "xyz": [[1.17, 0.95, -0.17], [1.87, -0.28, -0.37], [0.00, 1.03, 0.45], [1.77, -1.53, 0.02], [-3.01, 0.28, -1.06], [1.51, -2.63, 0.25], [-0.86, -0.47, 0.89], [-2.83, 0.28, 0.38], [1.45, 1.76, -0.73], [2.68, -0.40, -1.00], [-0.58, 1.96, 0.64], [-3.17, -0.94, 0.71]]}

{"formula": "C4H4O2Tl", "method": "the ωB97M-V functional and the def2-TZVPD basis", "homo_energy_ev": [-19.34, -19.37], "e_tot_ev": -12980.540, "lumo_energy_ha": [-0.3395, -0.4552], "total_charge": 2, "s_squared": 0.76, "e_above_lowest_kj_mol": 0.00, "spin_multiplicity": 2, "symbols": ["H", "O", "C", "C", "C", "C", "H", "H", "H", "O", "Tl"], "xyz": [[0.96, 0.22, -1.79], [-2.61, 1.25, -0.32], [-1.90, 0.48, 0.10], [-1.02, -0.44, 0.64], [0.96, 0.11, -0.69], [0.14, -1.05, -0.10], [-1.30, -0.79, 1.64], [0.77, -1.59, 0.61], [-0.19, -1.65, -0.97], [1.46, 0.94, 0.05], [2.73, 2.52, 0.83]]}

{"formula": "C4H4O3", "method": "the ωB97M-V functional and the def2-TZVPD basis", "homo_energy_ev": -9.05, "e_tot_ev": -10351.944, "lumo_energy_ha": -0.0400, "total_charge": 0, "e_above_lowest_kj_mol": 315.29, "symbols": ["C", "C", "C", "C", "O", "O", "O", "H", "H", "H", "H"], "xyz": [[-0.72, 1.11, -0.19], [0.52, -0.76, -0.02], [-0.04, -1.51, -0.95], [1.62, -0.57, 0.68], [-1.96, 0.74, 0.19], [-0.07, 1.96, 0.38], [-0.72, -2.24, -1.55], [-2.23, 1.22, 0.99], [-0.63, 0.90, -1.32], [2.44, -1.27, 0.71], [1.79, 0.41, 1.11]]}

{"formula": "C4H4O3", "method": "the ωB97M-V functional and the def2-TZVPD basis", "homo_energy_ev": -10.21, "e_tot_ev": -10350.927, "lumo_energy_ha": 0.0058, "total_charge": 0, "e_above_lowest_kj_mol": 413.44, "symbols": ["O", "C", "C", "C", "O", "C", "O", "H", "H", "H", "H"], "xyz": [[-1.40, 1.12, -1.10], [-0.89, 1.07, 0.03], [0.10, -0.02, 0.10], [-0.19, -1.20, 0.87], [-0.99, -1.07, -0.26], [1.21, 0.33, -0.82], [1.84, 1.26, -0.36], [-1.11, 2.00, 0.54], [0.54, -2.01, 0.78], [-0.69, -1.12, 1.82], [1.58, -0.37, -1.60]]}

{"formula": "C4H4O3", "method": "the ωB97M-V functional and the def2-TZVPD basis", "homo_energy_ev": -7.85, "e_tot_ev": -10353.302, "lumo_energy_ha": 0.0186, "total_charge": 0, "e_above_lowest_kj_mol": 184.26, "symbols": ["C", "C", "C", "C", "H", "H", "H", "H", "O", "O", "O"], "xyz": [[-0.63, -0.24, -0.31], [-0.74, -0.44, 1.11], [0.35, 0.23, 1.63], [0.60, 0.31, -0.53], [-1.37, -0.48, -2.10], [-1.59, -0.82, 1.61], [0.75, 0.14, 2.72], [1.91, 0.50, -2.00], [-1.57, -0.60, -1.10], [1.20, 0.54, 0.62], [1.09, 0.87, -1.65]]}

{"formula": "C4H4O3", "method": "the ωB97M-V functional and the def2-TZVPD basis", "homo_energy_ev": -9.77, "e_tot_ev": -10353.665, "lumo_energy_ha": -0.0135, "total_charge": 0, "e_above_lowest_kj_mol": 149.30, "symbols": ["C", "C", "O", "C", "O", "C", "O", "H", "H", "H", "H"], "xyz": [[1.56, -0.40, -0.69], [0.68, 0.32, 0.33], [1.12, 1.04, 1.19], [-0.77, -0.19, 0.46], [-0.92, -1.32, 0.87], [-2.10, 0.62, 0.19], [-2.39, 1.03, -0.90], [1.92, -1.36, -0.29], [2.43, 0.23, -0.85], [1.04, -0.61, -1.63], [-2.79, 0.63, 1.07]]}